Record 1
An isolated molecule of C18H16N2O6. Source: the OMol25 dataset; level of theory: ωB97M-V/def2-TZVPD.

Positions of all 42 atoms, in Å:
C1 -0.2091 -0.7295 -2.9554
O1 -1.3231 -0.2329 -2.2536
C2 -1.7421 -0.8732 -1.1478
C3 -1.2297 -2.0816 -0.6800
C4 -1.7227 -2.6470 0.4830
C5 -2.7153 -2.0165 1.2131
C6 -3.2163 -0.8037 0.7739
C7 -2.7432 -0.2268 -0.3972
C8 -3.2704 1.0878 -0.8584
O2 -3.8121 1.2785 -1.9086
C9 -3.0712 2.2131 0.1742
C10 -2.0350 1.8360 1.1809
O3 -2.2096 1.7179 2.3714
C11 -0.6688 1.5278 0.5522
O4 -0.3574 1.8894 -0.5594
N1 0.0959 0.7909 1.3988
C12 1.2911 0.1335 1.0646
C13 1.3739 -1.2284 1.3340
C14 2.4995 -1.9511 0.9830
C15 3.5445 -1.3075 0.3535
C16 3.4716 0.0604 0.1078
N2 4.6184 0.6440 -0.5473
O5 5.6826 0.0812 -0.3945
O6 4.4593 1.6372 -1.2214
C17 2.3618 0.8292 0.4799
C18 2.3149 2.3117 0.3556
H1 -0.0211 -0.0066 -3.7464
H2 -0.4157 -1.7091 -3.3983
H3 0.6716 -0.7944 -2.3080
H4 -0.4545 -2.5927 -1.2280
H5 -1.3252 -3.5941 0.8174
H6 -3.0990 -2.4642 2.1163
H7 -3.9961 -0.3087 1.3326
H8 -2.7380 3.0894 -0.3864
H9 -4.0247 2.4363 0.6569
H10 -0.3752 0.4941 2.2471
H11 0.5374 -1.7173 1.8110
H12 2.5541 -3.0081 1.1885
H13 4.4316 -1.8412 0.0489
H14 3.3076 2.7522 0.3599
H15 1.8329 2.5902 -0.5822
H16 1.7269 2.7340 1.1685

Calculated values
2S+1: 1
max |F|: 0.02725 hartree/bohr
HOMO-LUMO gap: 8.55 eV
energy: -1256.3853 Eh
relative energy (zero: lowest compared OMol25 entry of this formula, charge and spin): 5.566 eV

=====

Record 2
A structure of composition C29H22BCl5IN8O2Ti. Source: the OMol25 dataset; level of theory: ωB97M-V/def2-TZVPD.

Positions of all 69 atoms, in Å:
Ti1 0.5738 -0.3744 0.2045
C1 2.1853 -3.9905 -2.0660
C2 1.1786 -3.0902 -1.7145
N1 1.6707 -2.1214 -0.9506
N2 2.9805 -2.3720 -0.7953
C3 3.3178 -3.4890 -1.4540
B1 3.8193 -1.4533 0.0938
N3 3.7362 -0.0211 -0.4558
C4 4.7458 0.7422 -0.8893
C5 4.2384 1.9666 -1.2749
C6 2.8710 1.8557 -1.0372
N4 2.5701 0.6549 -0.5429
N5 3.2583 -1.4785 1.5250
C7 3.8617 -1.8881 2.6463
C8 2.9628 -1.7989 3.6914
C9 1.8001 -1.3095 3.1001
N6 1.9830 -1.1212 1.7944
H1 2.1043 -4.8734 -2.6726
H2 0.1306 -3.0880 -1.9621
H3 4.3347 -3.8407 -1.4351
H4 4.9603 -1.8166 0.1041
H5 5.7492 0.3544 -0.8843
H6 4.7747 2.8116 -1.6648
H7 2.1035 2.5979 -1.1734
H8 4.8868 -2.2138 2.6161
H9 3.1239 -2.0455 4.7242
H10 0.8454 -1.0859 3.5439
C10 -2.1897 -4.0319 -0.1384
C11 -2.8779 -2.7081 -0.2311
N7 -4.1892 -2.6749 -0.2560
C12 -4.8258 -1.4941 -0.3191
C13 -4.1882 -0.2830 -0.4156
C14 -4.9853 0.9846 -0.5437
O1 -4.8929 1.5645 -1.8402
C15 -2.7703 -0.2904 -0.4083
C16 -2.0397 0.8907 -0.8139
N8 -0.7539 0.9991 -0.8689
C17 -0.3080 2.1435 -1.6053
C18 -0.4433 3.4154 -1.0627
C19 0.0149 4.5198 -1.7642
C20 0.5964 4.3509 -3.0124
C21 0.7067 3.0850 -3.5636
C22 0.2543 1.9726 -2.8652
I1 0.4357 0.0968 -3.7264
C23 -2.1050 -1.5103 -0.2587
O2 -0.8015 -1.5967 -0.1560
H11 -2.8598 -4.7557 0.3195
H12 -1.2670 -3.9540 0.4344
H13 -1.9276 -4.3982 -1.1343
H14 -5.9090 -1.5398 -0.2955
H15 -4.6207 1.7484 0.1462
H16 -6.0277 0.7832 -0.2785
H17 -5.1494 0.8987 -2.4871
H18 -2.6570 1.6932 -1.2160
H19 -0.8863 3.5272 -0.0819
H20 -0.0815 5.5060 -1.3315
H21 0.9599 5.2068 -3.5637
H22 1.1473 2.9566 -4.5428
Cl1 -1.7995 -1.8058 2.7657
C24 -1.5636 -0.0731 2.7772
C25 -0.5258 0.4767 2.0367
C26 -0.2689 1.8054 2.3380
Cl2 1.1826 2.4993 1.6424
C27 -1.0435 2.6029 3.1709
Cl3 -0.6659 4.2624 3.4363
C28 -2.1523 2.0278 3.7920
Cl4 -3.1727 2.9824 4.7920
C29 -2.3958 0.6676 3.6176
Cl5 -3.7198 -0.0627 4.4412

Calculated values
2S+1: 2
max |F|: 0.02917 hartree/bohr
HOMO-LUMO gap (spin up / spin down): 7.44 / 7.97 eV
energy: -5180.0149 Eh
relative energy (zero: lowest compared OMol25 entry of this formula, charge and spin): 0.000 eV

=====

Record 3
An isolated molecule of C3H7NO. Source: the OMol25 dataset; level of theory: ωB97M-V/def2-TZVPD.

Positions of all 12 atoms, in Å:
C1 -0.0691 1.1610 -0.7786
C2 -0.3915 -0.0267 -0.2206
N1 -1.7211 -0.3795 -0.0229
C3 0.6589 -0.8641 0.4302
O1 1.8136 0.0904 0.8021
H1 0.9431 1.4352 -1.0452
H2 -0.8349 1.8574 -1.1031
H3 -1.8801 -0.9205 0.8227
H4 -2.3628 0.4070 -0.0704
H5 1.0684 -1.6116 -0.2503
H6 0.3203 -1.3293 1.3584
H7 2.4552 0.1807 0.0775

Calculated values
2S+1: 1
max |F|: 0.05975 hartree/bohr
HOMO-LUMO gap: 9.17 eV
energy: -248.4542 Eh
relative energy (zero: lowest compared OMol25 entry of this formula, charge and spin): 1.968 eV

=====

Record 4
A structure of composition C30H34MnN2S2SbSe. Source: the OMol25 dataset; level of theory: ωB97M-V/def2-TZVPD.

Positions of all 71 atoms, in Å:
Mn1 -2.9246 -0.5587 -0.8391
C1 -3.7416 -1.0788 -2.6176
C2 -4.5946 -0.7809 0.2564
N1 -3.4459 -0.7811 1.0885
C3 -2.9368 -2.0221 1.7448
C4 -1.8911 -2.7631 0.9082
S1 -2.7478 -3.2401 -0.6235
C5 -1.5699 -3.3523 -1.9933
C6 -1.3619 -2.1028 -2.8741
N2 -2.3290 -0.9864 -2.7087
H1 -4.2721 -0.2947 -3.1426
H2 -4.1798 -2.0620 -2.7109
H3 -5.1342 -1.7153 0.1952
H4 -5.2152 0.1038 0.3315
H5 -3.3167 0.0476 1.6529
H6 -3.7913 -2.6674 1.9480
H7 -2.5024 -1.7334 2.6999
H8 -1.5484 -3.6441 1.4485
H9 -1.0362 -2.1221 0.6924
H10 -1.9763 -4.1646 -2.5934
H11 -0.6088 -3.6997 -1.6168
H12 -1.3689 -2.4058 -3.9210
H13 -0.3895 -1.6589 -2.6608
H14 -2.0088 -0.1860 -3.2400
Se1 -2.2246 2.0482 -1.6531
C7 -2.5038 3.5865 -0.5634
C8 -1.4481 4.4713 -0.3797
C9 -1.6636 5.6257 0.3574
C10 -2.9208 5.8934 0.8853
C11 -3.9701 5.0078 0.6859
C12 -3.7652 3.8410 -0.0393
H15 -0.4776 4.2698 -0.8154
H16 -0.8532 6.3274 0.5047
H17 -3.0847 6.8038 1.4463
H18 -4.9491 5.2256 1.0912
H19 -4.5823 3.1502 -0.2033
S2 -1.0268 0.7094 -0.3102
Sb1 1.6057 -0.2990 0.3068
C13 2.7084 1.3964 0.8224
C14 2.0948 2.6246 1.0437
C15 2.8775 3.7154 1.4008
C16 4.2511 3.5700 1.5322
C17 4.8567 2.3386 1.3095
C18 4.0881 1.2400 0.9520
C19 2.4431 -0.9703 -1.4833
C20 2.2451 -0.1154 -2.5706
C21 2.8185 -0.4181 -3.7968
C22 3.5826 -1.5697 -3.9390
C23 3.7776 -2.4200 -2.8597
C24 3.2078 -2.1279 -1.6259
C25 1.8659 -1.6190 1.9129
C26 1.7112 -1.0308 3.1713
C27 1.9041 -1.7939 4.3136
C28 2.2429 -3.1361 4.2015
C29 2.3774 -3.7252 2.9510
C30 2.1799 -2.9740 1.7996
H20 1.0207 2.7368 0.9467
H21 2.4142 4.6770 1.5793
H22 4.8568 4.4221 1.8110
H23 5.9285 2.2335 1.4142
H24 4.5697 0.2840 0.7782
H25 1.6602 0.7930 -2.4656
H26 2.6785 0.2487 -4.6376
H27 4.0364 -1.7994 -4.8941
H28 4.3849 -3.3086 -2.9724
H29 3.3945 -2.7908 -0.7937
H30 1.4728 0.0229 3.2697
H31 1.7999 -1.3394 5.2902
H32 2.4032 -3.7264 5.0941
H33 2.6406 -4.7718 2.8704
H34 2.2623 -3.4589 0.8367

Calculated values
net charge: +2
2S+1: 5
max |F|: 0.01126 hartree/bohr
HOMO-LUMO gap (spin up / spin down): 6.62 / 6.33 eV
energy: -5861.5187 Eh